1.
Here is a 12-piece molecular cluster, C42H108O36S10 overall at a distorted geometry from OMol25. Energies are from the ωB97M-V functional and the def2-TZVPD basis.

Results
net charge	0
frontier orbital gap	9.1305	eV
maximum force	4.5	eV Å⁻¹
HOMO energy	-0.34187	Ha
structure (SMILES)	CCOS(C)(=O)=O.CCOS(C)(=O)=O.CCOS(C)(=O)=O.CCOS(C)(=O)=O.CCOS(C)(=O)=O.CCOS(C)(=O)=O.CCOS(C)(=O)=O.CCOS(C)(=O)=O.CCOS(C)(=O)=O.CCOS(C)(=O)=O.COCCOCCOC.COCCOCCOC

```
196
Properties=species:S:1:pos:R:3:forces:R:3
H -2.224 -1.342 3.611 -0.035 -0.023 0.062
C -2.593 2.735 4.312 0.486 -0.440 -0.351
H -1.828 2.515 -1.401 0.085 -0.460 0.020
H 3.035 4.273 4.959 -0.465 0.146 -0.410
H 3.723 -8.238 0.937 -0.481 0.204 0.337
H 5.027 2.219 5.738 0.825 0.295 0.193
C 3.571 3.372 4.662 1.504 0.521 1.524
H 0.016 1.186 -3.519 -0.725 0.030 -0.419
H -6.508 1.354 -5.286 -0.200 0.186 -0.015
H -1.688 8.165 -3.332 -0.179 0.074 0.097
C 5.604 3.120 -5.721 -1.260 0.125 -0.140
H 2.782 -4.706 -6.765 0.113 0.329 -0.132
C -1.078 2.604 -2.187 0.037 -0.664 -0.280
H -2.209 4.484 -6.515 -0.300 0.345 0.207
C -1.437 -1.735 4.255 -0.256 1.009 0.176
H 3.188 3.519 2.234 -0.039 -0.554 -0.591
H 5.044 -0.395 1.831 0.519 0.166 -0.086
C -6.402 -3.399 3.382 2.417 0.532 0.807
H 4.831 3.930 1.626 0.287 -0.436 0.380
H -0.690 5.333 -6.180 -0.130 -0.084 0.524
H -3.224 -12.453 0.845 0.557 -0.004 -0.263
H -8.771 6.052 -5.532 0.835 0.304 -0.121
S -1.114 -0.440 5.562 2.003 -0.951 -0.866
O -1.044 0.137 -2.088 0.615 -1.941 1.154
C 5.133 2.894 8.809 1.308 -1.236 0.688
H -3.460 3.081 3.750 0.096 0.114 0.001
O -4.533 7.303 -3.495 0.924 0.343 -1.087
H -2.735 -10.006 0.965 -0.107 0.409 -0.359
H -2.065 1.031 2.886 0.002 0.617 -0.202
O 0.807 -6.747 -0.734 0.366 -0.219 2.194
O -6.592 1.162 -8.007 0.401 2.652 0.821
S 1.407 -7.433 0.640 0.430 -2.693 1.052
O -1.237 -2.164 -1.133 2.160 2.251 -0.265
H -1.737 3.397 4.181 -0.019 -0.014 -0.515
O -1.083 0.935 4.638 0.934 -2.093 1.604
C -6.231 -3.913 4.799 0.206 -0.985 1.188
H -1.354 -6.381 5.710 0.378 0.137 0.280
H -5.966 -1.288 1.625 -0.605 -0.669 -0.199
O 6.350 -1.611 0.699 1.477 0.389 -1.853
O 0.834 8.466 1.108 -2.172 0.191 1.854
H -2.875 7.692 2.805 0.174 -0.340 -0.240
H -2.669 9.236 3.486 0.185 0.509 -0.005
H -2.942 -4.733 6.667 0.282 -0.007 -1.149
H -4.841 -2.765 1.242 -0.609 0.338 -0.801
C -3.938 -11.678 0.565 0.219 -2.441 -0.082
C -4.087 9.156 1.882 0.386 0.389 -0.925
H -2.761 -7.830 0.849 -0.035 0.274 0.027
H -3.890 -11.561 -0.518 -0.091 0.306 0.154
C -7.560 4.603 -6.610 2.288 1.231 1.149
H 6.182 2.277 -5.343 -0.139 0.167 0.175
H 8.354 -3.765 -7.099 0.251 -0.244 0.221
H -0.191 9.415 3.903 -0.315 0.103 -0.206
H -4.914 9.155 2.592 0.240 -0.038 0.165
S -3.757 7.833 -4.592 -0.137 1.731 -1.002
O -2.172 -0.352 6.525 0.057 0.053 -0.588
H 6.087 4.081 -5.543 -0.033 -0.188 0.211
H -3.363 -10.617 2.404 -0.436 -0.525 0.055
H -1.781 -2.702 4.623 0.113 0.310 0.552
H -4.359 8.502 1.054 0.082 -0.089 0.024
H -1.606 2.944 -3.078 0.141 0.233 0.057
H -0.041 -8.509 -1.309 -0.947 0.304 -0.244
O 1.319 -6.475 1.699 -0.387 0.119 -0.719
C 4.268 2.945 6.032 -0.808 -0.479 -2.702
H 4.967 1.935 8.316 0.060 -0.370 0.137
H -7.085 -4.578 4.924 -0.237 -0.144 0.495
C 2.883 6.653 -4.165 0.799 -0.900 -0.179
H -3.349 -5.665 7.940 -1.040 0.240 0.777
H 4.287 6.082 -5.848 0.509 0.561 0.370
H 4.445 -0.835 0.242 0.158 -0.066 -0.229
H 3.287 -8.089 -0.732 -0.239 -0.099 -0.062
H 5.028 -2.560 2.589 -0.399 -0.015 0.684
C -5.718 2.028 -5.618 -1.296 -0.141 -1.156
S 6.954 -1.147 -0.822 -0.241 0.377 0.587
O -4.776 -9.618 1.394 -1.200 1.675 -1.349
H -6.631 4.663 -6.042 0.176 0.089 0.478
H 6.137 1.052 -0.344 -0.176 -0.211 -0.490
H 7.664 0.870 0.381 0.463 -0.476 -0.194
C -1.844 -7.199 6.238 -0.973 1.393 0.336
C 3.964 5.689 -4.884 -1.523 2.375 0.942
H 4.328 -3.338 1.301 -0.445 0.456 -0.832
H 7.594 1.098 -1.405 -0.095 -0.182 0.051
H 4.770 5.455 -4.189 0.067 0.223 -0.084
O -4.423 8.598 -5.680 1.600 -1.750 2.320
H -1.110 -6.408 -2.550 -0.174 -0.328 0.033
O 6.174 2.762 9.826 -1.205 -0.400 -0.218
H 4.176 3.172 9.249 -0.006 0.428 0.082
H -3.133 0.695 4.210 0.152 -0.411 0.349
C -3.633 -10.485 1.356 0.311 1.183 0.067
C -3.599 -5.575 6.883 0.507 0.339 1.155
H -2.791 2.815 5.381 -0.298 -0.399 -0.001
C -5.146 -1.951 1.900 1.186 -0.187 0.859
O 4.245 3.112 -3.484 -0.689 -0.583 -0.180
O 3.256 4.551 -5.246 -0.331 -4.087 -0.373
H 1.414 -8.192 -1.992 0.267 0.343 -1.027
S 3.947 3.064 -4.888 0.539 0.139 -2.176
S -5.016 -8.426 0.238 2.613 0.892 1.830
S -0.219 -1.114 -1.314 0.025 0.674 0.741
H 5.432 2.989 -6.789 -0.056 0.021 0.089
H -1.435 -7.378 7.232 0.307 0.171 0.028
H -1.249 5.227 -7.749 -0.502 0.550 -0.341
C -8.685 4.976 -5.685 -1.174 0.971 -0.468
H 5.820 4.792 8.362 -0.618 0.515 -0.393
O 6.479 -5.438 -4.587 0.185 -0.386 -1.893
H 1.587 -2.397 -2.372 -0.458 -0.171 -0.017
H -0.535 -1.863 3.658 0.075 0.216 0.290
C 3.194 -7.594 0.234 -0.464 -0.360 -0.848
H -6.281 -3.083 5.504 -0.391 0.240 -0.093
H 4.801 -3.683 -7.811 0.429 -0.233 -0.194
H -5.417 -4.420 7.239 -0.326 -0.275 0.138
O -4.580 -8.839 -1.081 -0.789 -0.119 1.184
O 8.023 -6.570 -6.283 -2.252 1.325 0.455
H 3.770 5.078 2.369 0.228 0.613 0.323
C 4.341 -2.353 1.767 0.880 -0.460 1.062
H 2.012 6.907 -4.770 0.388 -0.046 -0.597
H -5.749 2.939 -5.019 0.397 -0.123 -0.131
C -3.704 -7.287 0.925 -1.099 -0.500 -0.547
C -0.313 1.283 -2.485 0.875 1.440 0.216
H 9.047 -4.184 -5.429 0.048 0.185 -0.283
C -2.358 6.717 -6.449 0.972 -0.907 -3.178
H 3.751 -5.936 -7.562 -0.181 -0.225 0.169
H -6.507 -4.202 2.653 0.514 -0.085 -0.238
H -3.124 6.847 -7.214 0.016 0.294 -0.121
S 7.129 -5.478 -5.889 1.914 1.032 -0.583
C 8.175 -3.957 -6.041 -1.289 -0.899 0.454
H -2.695 9.669 -3.284 -0.062 -0.154 -0.211
H 3.519 2.300 6.491 -0.299 0.425 0.827
C 5.647 3.873 7.802 -0.556 0.981 -0.459
H -3.966 -7.032 1.951 -0.018 -0.368 -0.016
H -0.660 7.798 4.420 0.353 -0.387 -0.441
H 0.384 -6.138 -3.356 0.299 -0.242 -0.031
O -3.246 -6.836 6.379 0.239 -1.269 -1.747
H 3.702 -6.637 0.116 -0.466 0.155 0.370
H 0.334 -1.700 -3.555 0.201 -0.300 0.108
H 5.026 -3.654 -6.077 0.717 -0.067 0.115
O -5.316 3.377 -7.957 0.107 -0.326 -0.224
C -5.060 -5.171 6.535 1.753 -0.700 -1.629
H -0.374 3.346 -1.810 -0.012 0.130 -0.387
H 6.565 1.955 11.667 -0.168 0.429 0.100
C 3.735 -5.233 -6.729 0.280 0.304 -0.471
O -7.639 3.298 -7.098 0.422 -2.917 -0.939
H -0.510 -7.643 -3.711 -0.041 0.084 0.085
C 0.483 -7.672 -1.769 0.037 -0.813 -0.537
H -7.289 5.305 -7.399 -0.948 0.074 -0.376
O -0.615 6.588 1.873 0.419 2.619 0.318
H -9.653 4.851 -6.170 -0.125 -0.849 0.154
H 1.628 -0.708 -2.804 -0.185 0.107 0.017
H -4.851 -12.207 0.836 -0.440 0.620 0.003
H 1.074 8.313 3.922 -0.096 -0.798 0.204
H -1.724 9.224 -4.761 -0.226 0.135 0.079
C -0.002 8.352 3.751 0.640 1.403 -0.693
H -5.590 -6.115 6.411 -0.667 0.134 0.868
H 3.299 7.576 -3.761 0.270 -0.070 -0.213
O -5.228 -2.544 3.193 -1.635 -0.061 -0.441
C 5.014 -1.200 1.098 -0.388 0.045 -1.189
H -4.308 -1.254 1.931 0.309 -0.107 0.137
C -1.626 5.378 -6.737 1.010 0.442 0.064
O 0.869 -8.820 0.931 1.157 3.870 -1.693
C 4.118 4.048 2.442 -2.047 0.630 -1.179
H 5.608 0.911 10.701 -0.284 -0.071 -0.419
C -2.294 8.867 -3.904 -1.196 -1.365 -0.773
O -6.288 -7.812 0.503 0.491 -1.093 -0.369
O -2.946 6.570 -5.242 -2.262 0.420 3.906
C 4.971 -4.317 -6.940 -2.140 -0.544 0.826
C 5.746 1.963 10.948 0.549 0.378 -0.744
C 7.125 0.634 -0.537 -0.164 -0.136 0.487
H 2.427 6.124 -3.329 0.378 -0.253 0.151
H 3.377 -2.008 2.141 -0.030 -0.374 0.033
H 0.666 1.387 -2.016 -0.109 -0.478 0.807
H 3.738 -5.762 -5.776 0.409 -0.045 -0.078
O 8.290 -1.719 -1.077 -3.109 0.763 1.038
S -6.232 2.439 -7.386 -1.130 -1.095 1.617
O 6.091 -5.171 -7.163 1.360 -0.555 1.412
O 4.690 4.087 6.721 0.686 -0.019 1.042
O 4.559 3.684 3.674 1.120 -0.842 1.994
H -8.658 4.593 -4.665 0.059 -0.619 -0.355
O 0.260 -0.656 6.017 -2.033 0.753 -0.688
O -1.643 8.943 1.723 2.540 -0.348 -1.082
H 7.592 -3.147 -5.602 0.134 0.017 0.020
O 3.185 2.013 -5.593 1.032 2.483 2.051
S -0.244 8.013 1.987 -1.411 -2.166 -0.763
H -3.983 10.157 1.463 -0.130 0.122 0.080
H 4.822 2.379 11.350 0.026 -0.066 0.290
C 0.959 -1.559 -2.673 -0.585 0.624 0.974
H -3.708 -6.353 0.363 0.098 -0.255 -0.294
C -2.780 8.740 2.521 -0.886 -1.201 1.682
C -0.234 -6.931 -2.933 0.588 -0.310 1.089
O 5.857 -1.291 -1.773 1.464 -0.247 0.896
H 6.650 3.701 7.412 -0.098 -0.919 -0.210
H 2.898 2.571 4.355 -0.042 0.001 -0.280
H -4.815 1.420 -5.558 0.249 0.613 -0.404
H -1.723 7.602 -6.417 0.439 -0.141 -0.470
H -1.652 -8.081 5.627 -0.878 -0.121 0.060
O -5.014 -4.632 5.193 -0.591 0.801 -0.967
H -7.338 -2.841 3.352 -0.028 0.319 0.070
O 0.563 -0.550 -0.171 -2.004 -1.443 -2.700
C -2.250 1.271 3.933 -1.307 1.213 0.135
```
Positions in Å, forces in eV/Å.

---

2.
Here is one molecule with the formula C2H5FN2S at a distorted geometry from OMol25. Energies are from the ωB97M-V functional and the def2-TZVPD basis.

Results
net charge	0
frontier orbital gap	9.9788	eV
maximum force	3.2	eV Å⁻¹
HOMO energy	-0.33605	Ha
structure (SMILES)	[H]/N=C(\CF)NS

```
11
Properties=species:S:1:pos:R:3:forces:R:3
S -2.229 0.050 0.070 -0.378 0.235 -0.071
F 0.347 1.748 -0.593 -0.397 0.215 0.243
H 2.131 -1.164 0.066 1.811 0.578 0.347
N 1.230 -1.438 -0.194 -1.459 0.774 0.188
N -0.891 -0.886 -0.313 -1.532 1.187 0.553
H -0.033 1.182 1.367 0.803 -0.150 -0.852
C 0.634 0.912 0.502 -2.157 -0.051 -0.651
H 1.654 1.086 0.649 1.547 -0.146 0.843
H -1.122 -1.828 -0.564 0.774 -0.284 -0.120
H -2.093 0.830 -1.001 -0.459 0.431 -0.186
C 0.371 -0.492 0.010 1.446 -2.787 -0.293
```
Positions in Å, forces in eV/Å.

---

3.
Here is C35H31ClIMoN6OSi as an isolated structure from OMol25. Energies are from the ωB97M-V functional and the def2-TZVPD basis.

Results
net charge	+1
frontier orbital gap (spin up / spin down)	6.3706 / 5.7236	eV
maximum force	0.4	eV Å⁻¹
spin multiplicity	3
expectation value of S²	2.06
HOMO energy (spin up / spin down)	-0.37663 / -0.38636	Ha

```
77
Properties=species:S:1:pos:R:3:forces:R:3
H -2.202 0.117 -2.840 -0.010 -0.004 0.034
C -1.971 -2.952 -1.443 0.024 0.056 0.039
H 2.681 -3.031 2.573 0.005 0.001 0.003
C -1.025 2.876 0.106 -0.019 0.041 -0.059
C -0.525 -4.164 2.650 0.005 -0.013 0.012
H -4.888 1.050 -0.276 -0.003 0.000 0.000
N 2.170 1.351 0.466 -0.121 -0.099 -0.050
H -1.456 -3.800 -0.985 -0.005 0.005 0.000
H -1.671 3.265 3.834 -0.001 0.001 -0.001
C 1.608 -3.067 2.454 0.012 0.062 -0.026
C 2.596 -0.367 -2.035 -0.014 -0.115 -0.055
H -0.475 -3.434 -4.386 -0.006 -0.003 0.006
C -1.677 4.047 0.532 0.022 -0.092 -0.021
C -2.019 4.994 -0.465 0.032 -0.012 -0.066
N 2.758 -0.539 1.706 -0.019 -0.123 0.046
H -5.891 0.868 1.982 0.000 0.007 -0.005
N -0.618 1.910 0.972 0.154 -0.009 0.071
N -0.963 -0.823 1.089 0.071 0.057 -0.168
Mo 0.387 0.192 0.020 0.168 0.180 -0.083
C -4.325 0.610 0.537 0.002 0.015 -0.016
H 0.681 -3.841 -3.119 0.006 0.006 0.000
H 4.594 0.270 -2.486 0.003 -0.003 -0.001
C 3.980 -0.517 -2.070 -0.002 0.018 0.006
H 5.634 -1.807 -1.637 0.004 0.008 0.001
C 4.372 1.211 1.409 0.009 0.034 -0.015
C 3.707 3.135 0.143 0.019 0.002 0.010
H 3.913 4.103 -0.289 0.001 0.003 0.003
C 4.673 2.446 0.881 -0.010 -0.015 0.007
H -0.501 1.274 2.915 0.000 0.007 0.002
C -0.841 2.068 2.263 0.042 -0.099 -0.058
C 0.194 -3.010 -3.633 -0.056 -0.005 0.036
C -1.183 -3.091 2.088 -0.014 0.042 -0.015
C -4.887 0.508 1.801 -0.002 -0.008 0.019
C -3.045 0.133 0.303 0.025 -0.025 0.013
C -1.691 4.772 -1.773 -0.017 0.035 0.016
H 5.078 0.638 1.991 -0.002 -0.010 0.001
H 1.349 -5.014 3.285 0.002 0.000 0.001
N 0.393 -1.172 -1.385 -0.007 -0.050 0.188
H -2.610 0.191 -0.689 0.004 0.005 -0.012
O -0.130 1.464 -1.533 -0.097 -0.241 0.265
H 4.217 -3.627 -0.752 -0.005 -0.006 -0.002
H -2.439 5.051 2.280 0.004 -0.002 0.018
H -2.425 -2.363 -0.644 -0.015 -0.015 -0.032
C 3.104 0.680 1.181 -0.010 0.069 -0.056
C 3.758 -2.710 -1.099 0.009 0.010 -0.010
H -2.429 -1.108 -4.089 0.004 0.008 -0.006
C -1.501 3.191 2.770 -0.067 0.108 0.053
H 1.759 -3.352 -0.645 -0.001 0.004 0.021
I -0.511 3.318 -4.164 -0.005 -0.008 0.034
C -1.031 3.591 -2.174 0.006 -0.090 -0.036
Si -0.789 -1.933 -2.467 0.004 -0.056 -0.096
H -1.095 -5.036 2.942 -0.002 0.000 0.002
C -0.719 2.614 -1.254 0.049 0.100 -0.038
H 5.650 2.882 1.038 0.004 -0.001 -0.001
H -2.253 -3.119 1.937 -0.002 0.008 0.007
C -1.686 -0.626 -3.449 0.004 -0.034 0.025
C 4.560 -1.681 -1.599 -0.016 -0.012 0.005
C -4.155 -0.068 2.832 -0.002 0.001 -0.014
N 1.541 -0.831 1.394 -0.080 0.280 -0.143
Cl -2.835 6.449 -0.016 -0.022 0.033 0.015
H -4.586 -0.146 3.822 0.001 -0.007 0.003
H -2.783 -3.342 -2.061 0.026 -0.011 -0.032
H 0.962 -2.439 -4.159 0.001 0.015 0.009
H 2.116 0.511 -2.452 0.005 0.008 0.021
C -1.924 4.174 1.912 0.021 -0.032 0.035
C -2.869 -0.531 2.608 0.031 0.004 0.017
C 2.473 2.559 -0.040 -0.034 -0.001 0.023
H 1.698 3.047 -0.615 0.014 -0.001 -0.017
C -0.447 -1.970 1.684 0.020 -0.134 0.089
H -2.295 -0.955 3.423 0.001 -0.010 -0.004
C 0.945 -1.986 1.869 -0.197 -0.207 0.091
H -1.939 5.514 -2.519 -0.016 0.013 0.015
H -0.987 -0.084 -4.088 0.013 0.007 -0.002
C 1.790 -1.379 -1.498 0.135 0.220 -0.108
C 0.864 -4.156 2.842 -0.010 -0.017 0.003
C -2.304 -0.435 1.336 -0.086 0.048 -0.001
C 2.389 -2.565 -1.042 0.015 0.051 -0.013
```
Positions in Å, forces in eV/Å.

---

What did the second record say?
Here is one molecule with the formula C2H5FN2S at a distorted geometry from OMol25. Energies are from the ωB97M-V functional and the def2-TZVPD basis.

Results
net charge	0
frontier orbital gap	9.9788	eV
maximum force	3.2	eV Å⁻¹
HOMO energy	-0.33605	Ha
structure (SMILES)	[H]/N=C(\CF)NS

```
11
Properties=species:S:1:pos:R:3:forces:R:3
S -2.229 0.050 0.070 -0.378 0.235 -0.071
F 0.347 1.748 -0.593 -0.397 0.215 0.243
H 2.131 -1.164 0.066 1.811 0.578 0.347
N 1.230 -1.438 -0.194 -1.459 0.774 0.188
N -0.891 -0.886 -0.313 -1.532 1.187 0.553
H -0.033 1.182 1.367 0.803 -0.150 -0.852
C 0.634 0.912 0.502 -2.157 -0.051 -0.651
H 1.654 1.086 0.649 1.547 -0.146 0.843
H -1.122 -1.828 -0.564 0.774 -0.284 -0.120
H -2.093 0.830 -1.001 -0.459 0.431 -0.186
C 0.371 -0.492 0.010 1.446 -2.787 -0.293
```
Positions in Å, forces in eV/Å.

---

Which value of net charge does entry 2 give? 0